Below is C11H14N2O3S as an isolated structure, with properties calculated with ωB97M-V/def2-TZVPD.

Structure (ORCA input):
```
! wB97M-V def2-TZVPD RIJCOSX def2/J DEFGRID3
* xyz 0 1
O -1.7777 2.8112 -0.0092
C -2.1432 2.1435 1.1863
C -2.5953 0.6977 1.0076
C -1.4429 -0.3046 0.9478
C -0.5310 -0.3131 -0.2585
C 0.7615 -0.7827 -0.1707
C 1.2475 -1.3388 1.1590
C 2.7231 -1.4196 1.5079
O 3.3179 -0.1274 1.3712
C 1.5970 -0.7817 -1.3505
O 2.8982 -1.2350 -1.2724
C 1.1732 -0.3715 -2.5656
C -0.1639 0.0525 -2.7003
N -0.7694 0.4262 -3.8254
S -2.2912 0.7467 -3.4173
N -2.2566 0.4445 -1.8551
C -1.0098 0.0745 -1.5472
H -2.5745 2.9939 -0.5131
H -1.2653 2.1818 1.8315
H -2.9438 2.6900 1.6961
H -3.1674 0.4552 1.9082
H -3.2786 0.6085 0.1700
H -0.8624 -0.1127 1.8472
H -1.8411 -1.3187 1.0596
H 0.7805 -0.7810 1.9656
H 0.8676 -2.3616 1.2623
H 2.7858 -1.7481 2.5505
H 3.2487 -2.1599 0.9121
H 4.2730 -0.2302 1.3401
H 3.4036 -0.5481 -0.8211
H 1.8367 -0.3914 -3.4166
*
```

Calculated values
Energy above the lowest of the compared OMol25 structures with the same formula, charge and spin   1.594 eV
Orbital gap   8.38 eV